[1]
A structure of composition C5H9NO2. Source: OMol25; level of theory: wB97M-V/def2-TZVPD.

- 2S+1: 1
- HOMO-LUMO gap: 10.13 eV
- Total charge: 0

Geometry (Å):
C -1.222201 0.443740 -1.157256
C -0.060460 -0.062917 -0.326616
C 1.348035 0.359076 -0.712238
C 0.729123 0.926020 0.518284
O 0.275974 2.235820 0.539670
C -0.215373 -1.414115 0.235610
N 0.197734 -2.567052 0.071703
H -0.989963 1.438011 -1.553573
H -1.414887 -0.220951 -2.010529
H -2.138908 0.541034 -0.557604
H 2.150766 -0.367656 -0.594633
H 1.416554 1.011446 -1.583787
H 1.093197 0.548433 1.478404
H 1.011064 2.830040 0.362291
O -0.729578 -1.747405 1.923670
H -0.139157 -2.961319 1.303658
H -1.311920 -0.992205 2.062945

Forces on the atoms, in the same order (eV/Å):
C -0.1804 0.2226 -0.1486
C -0.5647 0.2979 0.3107
C 0.2761 -0.2865 -0.1362
C 0.0975 -0.4951 0.1890
O -0.2070 0.2331 -0.0431
C 1.1389 -3.1199 2.9265
N -0.5043 -0.5276 1.5033
H -0.0397 -0.2029 0.1323
H 0.0419 0.0973 0.2993
H 0.2475 -0.1137 -0.1651
H -0.2278 0.1949 -0.0776
H -0.0614 -0.2115 0.2061
H -0.1346 0.0684 -0.2583
H 0.0376 -0.0264 0.0305
O -0.1050 3.4178 -1.8559
H 0.8452 0.7168 -4.1156
H -0.6597 -0.2652 1.2026

[2]
The molecule C5H9NO2. Source: OMol25; level of theory: wB97M-V/def2-TZVPD.

- 2S+1: 1
- SMILES: C/C(O)=C(/C)C(N)=O
- HOMO-LUMO gap: 9.72 eV
- Total charge: 0

Geometry (Å):
C -0.045705 -2.012832 -0.285711
C -0.986871 1.826522 0.153306
C 1.256246 0.732155 -0.358270
C -0.731567 -0.702135 -0.057064
C -0.244833 0.540767 -0.039437
N 2.124008 0.004032 0.388013
O -2.126507 -0.875680 0.278948
O 1.640723 1.599479 -1.128477
H -2.626472 -0.065635 0.088143
H 1.828956 -0.648548 1.097988
H 3.111402 0.196203 0.282645
H 0.330220 -2.417397 0.659001
H 0.779497 -1.929510 -0.998045
H -0.757750 -2.736708 -0.695863
H -0.311316 2.676019 0.297384
H -1.629529 1.776388 1.038303
H -1.610501 2.036880 -0.720864

Forces on the atoms, in the same order (eV/Å):
C -0.1698 -0.0951 -0.1584
C -0.3929 -0.0325 0.1892
C -0.9295 0.8555 0.2672
C -2.4627 0.7339 0.9211
C 2.2367 -0.5264 -0.7029
N 0.3793 -0.3277 0.0877
O 1.4967 -0.1455 -0.7675
O -0.1755 -0.4934 0.1773
H 0.4559 -0.2062 0.1293
H -0.0291 0.2469 -0.2045
H -0.2399 -0.0732 -0.0348
H -0.0147 -0.0573 -0.1107
H -0.0797 0.1051 0.2456
H 0.0348 0.2100 0.1510
H -0.0527 -0.3107 -0.1757
H -0.0486 -0.0214 -0.0944
H -0.0082 0.1380 0.0803

[3]
A structure of composition C5H9NO2. Source: OMol25; level of theory: wB97M-V/def2-TZVPD.

- 2S+1: 1
- HOMO-LUMO gap (alpha / beta): 8.42 / 8.42 eV
- Total charge: 0

Geometry (Å):
C 1.804002 0.215793 -0.651610
C -1.075124 -0.411242 1.778363
N 0.541232 0.877646 -0.299751
C -0.640339 0.789826 -0.757138
C -0.736869 -0.769824 0.383012
C -0.771319 -1.927998 -0.247655
O 0.958021 2.441076 -1.319425
O -1.644627 1.244202 -1.161381
H 0.366997 3.105840 -0.930769
H 2.585426 0.826047 -0.209819
H 1.940027 0.207287 -1.730840
H 1.822589 -0.790762 -0.238596
H -1.561368 -1.254203 2.281806
H -0.178310 -0.144935 2.342279
H -1.757636 0.442466 1.808935
H -1.200976 -2.807116 0.230393
H -0.451726 -2.044103 -1.277804

Forces on the atoms, in the same order (eV/Å):
C -0.1488 -0.1563 -0.0798
C -0.2673 -0.0891 0.1464
N 1.5650 3.3279 -1.7062
C -1.2389 -3.4080 2.2219
C -0.4013 0.8918 -1.4054
C -0.1968 0.0477 0.0780
O 0.0738 -0.8137 0.9760
O 0.4157 0.3323 -0.3071
H 0.1508 -0.1989 -0.0253
H -0.0781 -0.0375 0.0416
H -0.0894 -0.0479 0.0328
H -0.0554 0.0835 -0.0050
H 0.0552 0.0669 -0.0298
H -0.0331 0.0241 -0.0584
H 0.0671 -0.0464 0.0138
H 0.2978 -0.0353 0.0923
H -0.1164 0.0589 0.0142

[4]
The molecule C5H9NO2. Source: OMol25; level of theory: wB97M-V/def2-TZVPD.

- 2S+1: 1
- SMILES: CC(=O)NCCC=O
- HOMO-LUMO gap: 9.97 eV
- Total charge: 0

Geometry (Å):
O -1.683263 -0.189464 2.333788
C -0.976521 0.312168 1.416129
N -1.143780 -0.071273 0.127658
C -0.376110 0.375731 -0.994613
C 0.904948 -0.443462 -0.971850
C 0.667838 -1.883529 -1.221430
O -0.420594 -2.383709 -1.066483
C 0.165020 1.306982 1.728942
H -1.866451 -0.789566 -0.165902
H -0.858072 0.456101 -2.016485
H -0.010508 1.479958 -0.944086
H 1.457038 -0.038768 -1.962216
H 1.519575 -0.171909 -0.110740
H 1.556928 -2.557572 -1.525547
H -0.424560 2.263674 1.704976
H 0.643571 0.936437 2.650728
H 0.844941 1.398200 1.017130

Forces on the atoms, in the same order (eV/Å):
O 1.7218 1.4887 -2.1164
C -1.0031 -1.8885 1.9640
N -2.5295 -0.2091 -1.2097
C 1.7122 2.2852 -0.3478
C 1.2313 2.0034 -4.0599
C 0.4669 -1.6515 0.5616
O 0.3375 -0.1591 -0.5768
C -4.4170 -0.5488 2.5143
H 1.2424 1.2553 1.3667
H -0.0447 -1.0281 1.4030
H -0.8460 -1.6080 0.5426
H -0.4251 -1.0199 2.1481
H 0.0527 -0.4957 -0.1463
H -0.9150 0.9521 0.3051
H 0.9769 -0.4782 0.9853
H -0.5725 0.8774 -0.1084
H 3.0112 0.2247 -3.2254

Energy above the lowest of the compared OMol25 structures with the same formula, charge and spin
In order: 116.50, 13.32, 143.34, 43.05
Unit: kcal/mol